Entry 1:
Density functional theory data (ωB97M-V/def2-TZVPD) for 2 unconnected molecules or ions with the total composition C5H4N4O4 at a distorted geometry.

The highest occupied orbital energy (alpha / beta) is -10.69 / -10.69 eV. The maximum force comes out at 0.129 Eh/bohr. Its energy above the lowest of the compared OMol25 structures with the same formula, charge and spin is 606.5 kJ/mol. Its lowest unoccupied orbital energy (alpha / beta) is -2.119 / -2.118 eV.

Each line ends with the Löwdin charge.
Atoms and positions in Å:
C -0.81950 -0.17180 -1.17629  -0.01
C 0.42377 -1.52702 0.45043  0.01
C -0.47976 -1.15797 -2.13187  -0.11
C 0.75659 -2.34494 -0.64491  -0.10
C -0.35449 -0.48434 0.02003  0.11
N 0.27584 -2.15425 -1.82778  0.07
N -0.22938 1.34057 1.37155  0.14
N 1.02471 1.45283 1.85664  -0.42
N -0.95958 2.21057 0.68535  -0.48
O 1.75303 0.48860 1.66770  0.05
O 1.21913 2.39683 2.57745  0.12
O -2.10405 1.87090 0.43088  0.04
O -0.40924 3.16154 0.22520  0.11
H -1.44803 0.79794 -1.30430  0.16
H 0.90888 -1.54678 1.35129  0.08
H -0.87854 -1.12314 -3.11862  0.12
H 1.32060 -3.20954 -0.43275  0.11

---

Entry 2:
Density functional theory data (ωB97M-V/def2-TZVPD) for 7 unconnected molecules or ions with the total composition C15H26Br6FN3O6 at a distorted geometry.

The highest occupied orbital energy is -9.51 eV. The maximum force comes out at 0.039 Eh/bohr. As for the SMILES: C[N+](=O)[O-].C[N+](=O)[O-].C[N+](=O)[O-].Fc1ccccc1.BrCCBr.BrCCBr.BrCCBr. Its lowest unoccupied orbital energy is -0.188 eV.

Each line ends with the Löwdin charge.
Atoms and positions in Å:
C -19.38918 -4.51538 -19.27238  0.02
N -18.74024 -4.34018 -17.96123  -0.46
O -17.69189 -4.91097 -17.78107  0.07
O -19.31586 -3.64866 -17.14020  0.06
H -19.30069 -5.50766 -19.69381  0.10
H -18.90125 -3.76252 -19.89768  0.01
H -20.41217 -4.15603 -19.20071  0.10
C -11.63112 -4.21372 -23.44066  0.05
N -10.70746 -3.48888 -24.34788  -0.43
O -10.21069 -2.42590 -24.00507  0.05
O -10.52116 -3.98079 -25.44476  0.07
H -11.63001 -3.71166 -22.47232  0.09
H -11.28995 -5.23519 -23.32621  0.10
H -12.66758 -4.09520 -23.74558  0.09
C -10.11818 -0.64793 -21.24083  0.01
N -11.10644 -1.06127 -20.15378  -0.43
O -12.19292 -1.46281 -20.53473  0.01
O -10.75006 -0.96864 -18.99655  0.08
H -10.81244 -0.12361 -21.88456  0.03
H -9.85002 -1.60513 -21.67975  0.08
H -9.30559 -0.06383 -20.83835  0.08
F -17.90324 -1.73551 -26.53504  0.03
C -17.08898 -0.75982 -26.97254  -0.28
C -17.61193 0.45629 -27.39134  -0.02
C -16.74879 1.46289 -27.75874  -0.09
C -15.36940 1.31935 -27.63617  -0.09
C -14.89384 0.16828 -27.04512  -0.12
C -15.73779 -0.89393 -26.70741  -0.04
H -18.66792 0.69093 -27.40787  0.12
H -17.13410 2.42673 -28.06726  0.11
H -14.75930 2.20196 -27.77370  0.10
H -13.83136 0.05182 -26.87416  0.09
H -15.28380 -1.77561 -26.27879  0.11
Br -17.30402 -4.85048 -25.09699  0.67
C -16.95686 -6.40273 -24.02296  -0.74
C -17.03267 -6.03828 -22.56257  -0.73
Br -16.37974 -7.52927 -21.46809  0.62
H -15.95835 -6.73911 -24.28957  0.05
H -17.66410 -7.19703 -24.25023  0.06
H -18.05482 -5.77655 -22.29885  0.05
H -16.40400 -5.17256 -22.37301  0.00
Br -15.12615 2.60266 -20.56001  0.62
C -13.20416 2.20438 -20.49436  -0.67
C -12.50492 2.76789 -21.74244  -0.69
Br -10.57329 2.59774 -21.59221  0.70
H -13.14224 1.12099 -20.47419  0.02
H -12.79837 2.70226 -19.62082  0.05
H -12.74008 3.82821 -21.77532  0.05
H -12.90930 2.27284 -22.61871  -0.01
Br -17.01710 -2.44828 -21.28653  0.72
C -15.53704 -1.24897 -21.71782  -0.66
C -14.97519 -1.62354 -23.09543  -0.67
Br -13.78717 -0.21096 -23.70853  0.74
H -14.73787 -1.25907 -20.98475  0.05
H -16.05469 -0.30302 -21.82605  0.02
H -15.79282 -1.74586 -23.80621  0.03
H -14.49714 -2.60126 -23.12023  0.04

---

Entry 3:
Density functional theory data (ωB97M-V/def2-TZVPD) for 6 unconnected molecules or ions with the total composition C19H47FN6O9PS2 at a distorted geometry.

The highest occupied orbital energy is -4.57 eV. The maximum force comes out at 0.030 Eh/bohr. Its lowest unoccupied orbital energy is 2.113 eV. Its charge is -1.

Each line ends with the Löwdin charge.
Atoms and positions in Å:
C 3.79877 -3.38846 2.59171  -0.09
C 2.84788 -3.60546 1.39534  -0.35
N 2.21598 -2.37753 0.93553  -0.26
P 0.46265 -2.31314 0.80219  0.38
S 0.46443 -0.10147 1.37469  0.40
O 0.25168 -2.74278 2.47321  -0.33
C -1.03242 -3.28314 2.60720  -0.26
C -1.88617 -2.25104 1.88666  -0.52
S -3.64444 -2.60381 1.85283  0.65
O -3.98529 -3.51173 2.89416  -0.26
O -4.39106 -1.39650 1.73089  -0.28
F -3.82906 -3.37461 0.50452  -0.14
O -1.31817 -2.07222 0.65216  -0.37
H 4.81880 -3.27247 2.22618  0.02
H 3.73692 -4.18876 3.32978  0.06
H 3.51630 -2.45178 3.07313  0.07
H 3.44929 -4.03303 0.58258  0.09
H 2.09535 -4.35657 1.64544  0.08
H 2.60536 -2.06393 0.05777  0.06
H 0.33317 -3.69503 0.43805  0.03
H 0.55932 -1.97363 -0.57836  -0.01
H 1.68960 0.07696 1.87390  -0.24
H -1.29149 -3.47395 3.64680  0.12
H -1.09168 -4.23146 2.05022  0.12
H -1.87927 -1.30003 2.44375  0.09
C 7.12362 -2.44031 0.77285  -0.34
O 6.96378 -3.18692 1.71653  0.01
N 7.46907 -2.84563 -0.46807  -0.20
C 7.62226 -1.91782 -1.56612  -0.06
C 7.67323 -4.26439 -0.69308  -0.05
H 6.97325 -1.35007 0.84656  0.14
H 6.91979 -2.14760 -2.36994  0.09
H 8.63820 -1.95519 -1.96792  0.08
H 7.42325 -0.90674 -1.21624  0.08
H 6.76607 -4.82229 -0.45875  0.09
H 8.47246 -4.64240 -0.05401  0.09
H 7.93667 -4.42408 -1.73648  0.08
C 1.41009 0.32162 -2.97406  -0.36
O 2.25522 -0.51332 -3.25027  -0.01
N 0.16863 0.33811 -3.49006  -0.19
C -0.81196 1.34622 -3.14877  -0.05
C -0.19885 -0.71587 -4.41579  -0.05
H 1.60274 1.14492 -2.26810  0.13
H -1.68164 0.87056 -2.69573  0.08
H -1.13894 1.88606 -4.04111  0.08
H -0.39522 2.05518 -2.43587  0.09
H -0.10669 -1.69120 -3.93616  0.09
H 0.45665 -0.70665 -5.28841  0.09
H -1.22806 -0.56389 -4.73389  0.08
C -3.60003 3.62137 -0.88537  -0.37
O -2.43299 3.93503 -1.05209  0.00
N -4.01563 2.45562 -0.37283  -0.18
C -5.41735 2.14497 -0.19904  -0.06
C -3.02204 1.45897 0.00716  -0.02
H -4.43679 4.29284 -1.15630  0.13
H -5.63916 1.94622 0.85124  0.09
H -5.68943 1.26174 -0.77993  0.09
H -6.02342 2.98572 -0.53500  0.08
H -2.35321 1.85152 0.77279  0.09
H -2.41319 1.18797 -0.85002  0.06
H -3.52453 0.57299 0.38765  0.07
C -3.43971 4.37949 -5.93069  -0.36
O -3.46839 3.24660 -5.49168  0.01
N -2.98264 5.45314 -5.25844  -0.20
C -2.97611 6.77439 -5.84241  -0.07
C -2.47954 5.26902 -3.90274  -0.03
H -3.79630 4.62852 -6.94668  0.13
H -1.95941 7.17092 -5.89397  0.09
H -3.58539 7.46279 -5.25185  0.09
H -3.38251 6.73052 -6.85181  0.08
H -1.64316 4.57151 -3.89639  0.09
H -3.25125 4.86068 -3.25766  0.07
H -2.15201 6.22855 -3.51053  0.09
C 0.11062 0.34767 6.72141  -0.37
O 0.92907 -0.52867 6.54174  0.02
N -1.11918 0.38925 6.16983  -0.19
C -2.04679 1.45633 6.46380  -0.07
C -1.53157 -0.66390 5.25218  -0.03
H 0.30417 1.20960 7.38760  0.13
H -2.96079 1.06290 6.91650  0.09
H -2.31691 1.99670 5.55341  0.09
H -1.58848 2.15745 7.16006  0.08
H -1.48528 -1.63267 5.75179  0.10
H -0.86883 -0.69726 4.38424  0.08
H -2.55192 -0.47124 4.92657  0.09